No. 1
{"formula": "C38H35Co2NO5P", "method": "ωB97M-V/def2-TZVPD", "species": ["C", "N", "C", "C", "C", "C", "C", "H", "H", "H", "H", "H", "H", "H", "H", "H", "H", "H", "H", "H", "O", "C", "Co", "C", "O", "C", "O", "C", "C", "C", "C", "C", "C", "C", "C", "C", "Co", "C", "O", "C", "O", "P", "C", "C", "C", "C", "C", "C", "C", "C", "C", "C", "C", "C", "C", "C", "C", "C", "C", "C", "H", "H", "H", "H", "H", "H", "H", "H", "H", "H", "H", "H", "H", "H", "H", "H", "H", "H", "H", "H", "H", "H"], "coordinates": [[-1.20848, -0.48852, -5.35504], [-2.60853, -0.53876, -5.56488], [-3.26538, -1.80373, -5.44516], [-4.72507, -1.84912, -5.91420], [-5.52623, -0.59904, -5.55509], [-4.77572, 0.67943, -5.92677], [-3.31723, 0.69598, -5.45729], [-0.78268, 0.36917, -5.90009], [-0.96159, -0.34922, -4.28653], [-0.73369, -1.41819, -5.70181], [-2.67119, -2.53731, -6.01745], [-3.22206, -2.13892, -4.38783], [-4.73306, -1.97672, -7.00275], [-5.19718, -2.73864, -5.48566], [-6.48365, -0.61994, -6.08651], [-5.74998, -0.59783, -4.48201], [-4.78770, 0.79686, -7.01648], [-5.27993, 1.55435, -5.50498], [-3.28678, 1.03831, -4.40229], [-2.74802, 1.44508, -6.03405], [3.69874, -3.88739, 0.95006], [3.10408, -2.89569, 0.94471], [2.13532, -1.44869, 1.01532], [0.98281, -1.75737, -0.27969], [0.20038, -2.14551, -1.04627], [1.44681, -2.14825, 2.47517], [1.06198, -2.77679, 3.37054], [3.21501, -0.13770, 1.50483], [3.03172, -0.18518, 0.08047], [3.73489, -0.00054, -1.09967], [3.41470, -0.69937, -2.30353], [4.40010, -1.42653, -3.01806], [4.01955, -2.24598, -4.07118], [2.67177, -2.31659, -4.45579], [1.70488, -1.56511, -3.77887], [2.08023, -0.71232, -2.75469], [1.81735, 0.90377, 1.01942], [0.50937, 1.08883, -0.09780], [-0.39174, 1.25055, -0.81701], [2.58320, 2.44754, 1.25947], [3.07468, 3.47178, 1.50018], [0.68831, 0.86447, 2.84802], [-0.89798, -0.02367, 3.03209], [-1.67930, 0.17314, 4.18184], [-2.87642, -0.53230, 4.33524], [-3.32515, -1.38256, 3.31851], [-2.58777, -1.50919, 2.13977], [-1.36982, -0.83754, 1.99997], [1.68243, 0.38385, 4.31033], [1.23018, -0.53194, 5.26566], [2.06368, -0.90304, 6.32276], [3.33480, -0.33789, 6.45123], [3.78375, 0.58879, 5.50722], [2.96180, 0.94575, 4.43304], [0.14332, 2.55920, 3.30198], [0.51735, 3.17949, 4.50095], [0.09139, 4.48425, 4.76822], [-0.73036, 5.15594, 3.86036], [-1.12105, 4.52863, 2.67257], [-0.68551, 3.23123, 2.39034], [4.09042, 0.00580, 2.10479], [4.69299, 0.52483, -1.02014], [5.43520, -1.35941, -2.67618], [4.77149, -2.84044, -4.59043], [2.37178, -2.95813, -5.28345], [0.64852, -1.65054, -4.02999], [1.38655, 0.00391, -2.30293], [-1.34264, 0.86377, 4.95862], [-3.45514, -0.41335, 5.25142], [-4.25501, -1.94138, 3.44089], [-2.94769, -2.13614, 1.32340], [-0.78256, -0.94829, 1.08253], [0.22027, -0.93313, 5.21150], [1.70924, -1.64251, 7.04202], [3.97985, -0.62360, 7.28455], [4.77336, 1.03928, 5.59030], [3.32178, 1.66258, 3.68852], [1.13553, 2.65106, 5.22695], [0.40931, 4.96780, 5.69210], [-1.06571, 6.17209, 4.07418], [-1.76227, 5.04496, 1.95770], [-0.99059, 2.73757, 1.46283]], "atomic_forces_ev_per_a": [[0.36, 0.16, 0.39], [-0.89, -0.13, -2.03], [0.16, -0.42, 0.86], [0.30, 0.15, -0.31], [0.12, 0.03, 0.18], [0.29, -0.14, -0.31], [0.09, 0.42, 0.83], [0.03, -0.29, 0.11], [0.14, -0.05, -0.11], [-0.09, 0.31, 0.05], [-0.24, 0.09, 0.19], [-0.15, -0.14, -0.05], [-0.03, 0.08, 0.02], [0.06, 0.07, -0.08], [0.03, 0.00, 0.16], [0.05, 0.00, -0.03], [-0.04, -0.08, 0.03], [0.04, -0.07, -0.08], [-0.14, 0.16, -0.04], [-0.25, -0.05, 0.18], [-0.90, 1.31, 0.06], [1.95, -1.59, -0.60], [-3.01, -3.57, -0.19], [-2.13, -2.01, -1.49], [1.33, 1.09, 1.39], [-1.36, -1.01, 2.19], [0.62, 0.76, -1.29], [3.20, 1.77, -1.32], [3.85, 1.05, -0.30], [0.64, 0.13, 0.94], [-0.02, 0.25, -0.37], [-0.53, 0.03, 0.01], [-0.12, 0.31, -0.08], [-0.12, -0.19, 0.06], [0.16, -0.07, -0.17], [0.38, -0.05, -0.19], [-3.05, 1.16, 1.27], [-1.68, 1.25, -1.59], [1.01, -0.44, 0.82], [0.84, 1.19, -0.35], [-0.58, -1.07, -0.10], [0.07, 0.68, 0.30], [-0.30, 0.16, 0.23], [-0.35, -0.47, -0.22], [0.19, 0.11, -0.10], [0.15, 0.08, -0.07], [0.08, 0.09, 0.14], [-0.19, -0.02, 0.05], [-0.30, -0.09, 0.21], [0.41, 0.30, 0.28], [0.07, 0.11, -0.05], [-0.08, -0.07, -0.09], [-0.32, 0.08, -0.20], [0.15, -0.21, 0.29], [-0.27, -0.12, 0.49], [-0.26, 0.36, -0.29], [-0.06, -0.08, -0.19], [0.09, -0.08, 0.01], [0.14, -0.31, 0.07], [0.04, 0.35, 0.27], [0.33, -0.21, 0.18], [-0.01, -0.39, -0.02], [-0.27, -0.14, -0.11], [-0.17, 0.12, 0.02], [0.08, 0.03, 0.19], [0.40, 0.01, -0.12], [0.14, -0.55, -0.13], [-0.10, -0.22, -0.22], [0.07, -0.03, -0.24], [0.24, 0.19, -0.03], [0.07, 0.13, 0.24], [-0.32, 0.09, 0.53], [0.37, -0.06, -0.08], [0.13, 0.22, -0.11], [-0.18, 0.06, -0.24], [-0.23, -0.15, 0.04], [-0.19, -0.30, 0.27], [-0.15, 0.17, -0.23], [-0.14, -0.06, -0.20], [0.10, -0.26, -0.05], [0.15, -0.09, 0.20], [0.13, 0.18, 0.30]], "lowdin_charge": [-0.10, -0.26, -0.21, -0.19, -0.21, -0.19, -0.21, 0.09, 0.09, 0.08, 0.12, 0.12, 0.11, 0.10, 0.10, 0.11, 0.11, 0.11, 0.12, 0.12, 0.14, -0.11, 0.08, -0.14, 0.12, -0.17, 0.12, -0.29, -0.40, -0.12, -0.26, -0.06, -0.12, -0.13, -0.11, -0.07, -0.07, -0.22, 0.08, -0.17, 0.09, 1.06, -0.32, -0.10, -0.08, -0.09, -0.07, -0.08, -0.33, -0.10, -0.08, -0.10, -0.08, -0.11, -0.32, -0.08, -0.09, -0.10, -0.08, -0.08, 0.08, 0.09, 0.10, 0.09, 0.08, 0.06, 0.10, 0.11, 0.10, 0.10, 0.11, 0.06, 0.09, 0.10, 0.10, 0.10, 0.10, 0.10, 0.10, 0.09, 0.10, 0.10], "e_lumo_ev": 2.57, "orbital_gap_ev": 4.895, "homo_energy_ha": -0.0856, "charge": -1, "relative_energy_kj_mol": 0.0}

No. 2
{"formula": "C38H35F5N3O2S", "method": "ωB97M-V/def2-TZVPD", "species": ["C", "O", "C", "C", "C", "C", "C", "C", "C", "C", "N", "C", "C", "C", "C", "C", "C", "C", "S", "H", "H", "H", "H", "H", "H", "H", "H", "H", "H", "H", "H", "H", "H", "H", "C", "N", "C", "O", "C", "C", "C", "C", "F", "C", "F", "C", "F", "C", "F", "C", "F", "N", "C", "C", "C", "C", "C", "C", "C", "C", "C", "C", "C", "C", "H", "H", "H", "H", "H", "H", "H", "H", "H", "H", "H", "H", "H", "H", "H", "H", "H", "H", "H", "H"], "coordinates": [[1.25965, -0.67594, 2.12587], [1.48572, -0.74189, 0.69396], [1.63495, -1.94387, 0.06652], [0.47551, -2.85337, 0.01646], [0.22926, -3.63420, 1.15962], [-0.82377, -4.54393, 1.17476], [-1.64247, -4.69706, 0.05585], [-1.37518, -3.95352, -1.09431], [-0.33668, -3.01762, -1.12086], [2.95416, -2.38510, -0.10487], [3.38082, -3.65169, -0.44095], [2.51720, -4.74271, -0.87280], [4.75647, -3.86577, -0.26468], [5.41887, -2.69100, 0.09713], [6.78843, -2.70399, 0.36551], [7.48896, -3.91583, 0.32300], [6.82247, -5.10507, 0.00524], [5.45697, -5.08847, -0.31054], [4.31036, -1.33498, 0.24907], [0.99797, 0.37196, 2.30820], [0.43734, -1.33907, 2.42411], [2.18645, -0.94547, 2.64892], [0.92397, -3.53884, 1.99825], [-0.99188, -5.13772, 2.06858], [-2.46731, -5.40993, 0.07036], [-1.96860, -4.10858, -1.99577], [-0.07830, -2.44781, -2.01912], [3.15892, -5.49821, -1.34315], [2.01147, -5.20130, -0.01005], [1.78488, -4.41202, -1.61946], [7.27058, -1.76058, 0.60485], [8.55592, -3.93256, 0.53706], [7.37093, -6.04782, 0.00692], [4.94155, -6.01861, -0.56194], [-4.79680, 4.51193, -1.04726], [-3.62868, 3.90230, -0.45586], [-3.15200, 4.34850, 0.73961], [-3.59088, 5.30726, 1.37194], [-1.92400, 3.49266, 1.07913], [-2.03832, 2.78800, 2.42445], [-2.39867, 3.73047, 3.53690], [-3.65691, 3.69098, 4.14150], [-4.57995, 2.80700, 3.67369], [-4.03482, 4.57451, 5.14874], [-5.26979, 4.51170, 5.68850], [-3.12004, 5.53391, 5.58923], [-3.46320, 6.38816, 6.57042], [-1.85328, 5.60863, 5.00450], [-0.97445, 6.54391, 5.42118], [-1.51726, 4.71530, 3.98748], [-0.31025, 4.85126, 3.37166], [-1.81303, 2.60673, -0.07978], [-0.67577, 1.90707, -0.26234], [-0.45491, 0.84288, -1.13249], [0.82964, 0.45494, -1.51199], [1.13099, -0.20886, -2.74056], [2.44315, -0.67503, -3.02309], [2.67655, -1.51755, -4.10063], [1.59958, -1.97026, -4.88178], [0.33054, -1.40335, -4.70138], [0.11830, -0.45329, -3.70859], [-2.92245, 2.76894, -1.04531], [-3.85960, 1.55863, -1.08861], [-2.44920, 3.08501, -2.46724], [-5.26470, 5.15652, -0.29837], [-4.53628, 5.11695, -1.92579], [-5.50821, 3.74354, -1.36535], [-1.04632, 4.15930, 1.12941], [-2.81668, 2.01558, 2.36752], [-1.06451, 2.32045, 2.63918], [0.16413, 2.25415, 0.35147], [-1.29206, 0.22754, -1.49528], [1.68585, 0.88676, -1.00135], [3.26136, -0.37939, -2.36255], [3.69806, -1.80535, -4.36481], [1.76960, -2.73104, -5.64849], [-0.48763, -1.66292, -5.37271], [-0.83111, 0.08567, -3.65223], [-4.35936, 1.43635, -0.11849], [-4.61847, 1.71454, -1.86951], [-3.31265, 0.64173, -1.31784], [-1.92516, 4.05067, -2.47821], [-1.77411, 2.30215, -2.82623], [-3.32183, 3.13705, -3.13413]], "atomic_forces_ev_per_a": [[0.23, -0.37, -0.73], [-0.32, 1.73, 0.49], [2.75, -1.85, -0.03], [-0.57, -0.42, 0.10], [-0.17, 0.11, -0.46], [-0.03, 0.07, 0.15], [0.23, 0.10, -0.05], [0.01, 0.23, -0.23], [0.27, -0.09, 0.63], [-2.44, 0.34, 0.64], [0.33, -0.45, -0.65], [0.20, -0.31, 0.01], [0.15, -0.11, 0.26], [0.78, -0.47, 0.09], [-0.35, -0.07, -0.13], [-0.23, 0.10, -0.09], [-0.28, 0.46, -0.09], [-0.15, 0.28, 0.02], [0.13, 0.02, 0.01], [0.09, -0.27, 0.15], [0.17, 0.24, -0.04], [-0.24, 0.06, 0.03], [-0.35, -0.15, -0.17], [-0.05, 0.01, -0.15], [0.25, 0.18, -0.02], [0.06, 0.03, 0.25], [-0.28, -0.31, 0.27], [-0.27, 0.24, 0.09], [0.02, 0.08, -0.41], [0.23, -0.03, 0.33], [0.14, -0.24, 0.06], [-0.27, 0.03, -0.02], [-0.22, 0.27, -0.06], [0.23, 0.34, 0.15], [-0.28, 0.04, -0.51], [0.28, 0.22, 0.59], [-0.21, 1.06, 0.01], [0.69, -1.54, -0.63], [0.02, 1.29, -0.03], [-0.08, -0.55, 0.07], [-0.06, 0.50, 0.56], [-0.24, -0.09, -0.31], [0.59, 0.52, 0.40], [-0.25, -0.03, 0.15], [0.93, 0.06, -0.39], [-0.12, 0.16, 0.25], [0.27, -0.62, -0.73], [0.21, 0.19, 0.08], [-0.62, -0.68, -0.34], [-0.01, 0.16, -0.05], [-0.63, -0.20, 0.43], [1.69, -0.88, -0.05], [-0.82, 0.58, 0.47], [0.00, -1.14, -0.51], [-0.37, 1.97, -0.39], [-0.06, -0.79, -0.87], [-0.36, 0.12, 0.26], [-0.08, 0.02, -0.25], [0.13, 0.27, 0.30], [0.04, 0.28, -0.18], [0.21, -0.48, 0.37], [-1.03, -0.31, -0.32], [-0.12, -0.18, 0.26], [0.28, 0.32, 0.20], [0.16, -0.17, -0.14], [-0.01, -0.07, 0.22], [0.04, 0.12, 0.12], [-0.29, -0.11, -0.17], [0.32, 0.05, 0.01], [-0.35, -0.04, 0.01], [-0.22, -0.14, -0.04], [0.34, 0.77, -0.14], [-0.13, -0.08, 0.21], [-0.22, -0.18, -0.14], [-0.40, -0.08, 0.29], [-0.10, 0.38, 0.19], [0.25, 0.05, 0.12], [0.24, -0.39, 0.07], [0.10, -0.04, -0.24], [0.23, -0.12, 0.32], [-0.13, 0.09, -0.05], [-0.08, -0.27, -0.09], [-0.16, 0.16, -0.03], [0.34, 0.01, 0.23]], "lowdin_charge": [-0.03, -0.23, -0.32, -0.20, -0.05, -0.07, -0.07, -0.07, -0.04, -0.42, -0.09, 0.00, -0.23, -0.45, -0.08, -0.09, -0.08, -0.01, 1.10, 0.08, 0.08, 0.09, 0.13, 0.11, 0.11, 0.11, 0.10, 0.08, 0.10, 0.09, 0.11, 0.11, 0.11, 0.10, 0.00, -0.03, -0.36, 0.10, -0.15, -0.04, -0.09, -0.13, 0.09, -0.11, 0.12, -0.10, 0.13, -0.11, 0.12, -0.13, 0.09, 0.06, 0.02, -0.05, 0.03, -0.22, -0.01, -0.05, -0.04, -0.06, -0.02, -0.46, 0.01, 0.02, 0.10, 0.10, 0.10, 0.17, 0.14, 0.13, 0.16, 0.11, 0.14, 0.10, 0.12, 0.12, 0.12, 0.11, 0.10, 0.09, 0.08, 0.11, 0.07, 0.10], "e_lumo_ev": -4.64, "orbital_gap_ev": 4.533, "homo_energy_ha": -0.3371, "charge": 1, "relative_energy_kj_mol": 0.0}